{"formula": "C50H63BF27N3O21", "method": "ωB97M-V with the def2-TZVPD basis set", "orbital_gap_ev": 7.270, "homo_energy_ev": -8.11, "smiles": "C=Cc1cc(CCCCN)c2nccnc2c1OB(O)O.CCOC(=O)C(F)(F)F.CCOC(=O)C(F)(F)F.CCOC(=O)C(F)(F)F.CCOC(=O)C(F)(F)F.CCOC(=O)C(F)(F)F.CCOC(=O)C(F)(F)F.CCOC(=O)C(F)(F)F.CCOC(=O)C(F)(F)F.CCOC(=O)C(F)(F)F", "molar_mass_g_mol": 1565.812, "max_force_ev_per_a": 5.7, "total_energy_ev": -174385.8659, "symbols": ["C", "C", "C", "C", "C", "C", "C", "C", "C", "N", "C", "N", "C", "C", "N", "C", "C", "O", "B", "O", "O", "H", "H", "H", "H", "H", "H", "H", "H", "H", "H", "H", "H", "H", "H", "H", "H", "H", "H", "C", "C", "O", "C", "O", "C", "F", "F", "F", "H", "H", "H", "H", "H", "C", "C", "O", "C", "O", "C", "F", "F", "F", "H", "H", "H", "H", "H", "C", "C", "O", "C", "O", "C", "F", "F", "F", "H", "H", "H", "H", "H", "C", "C", "O", "C", "O", "C", "F", "F", "F", "H", "H", "H", "H", "H", "C", "C", "O", "C", "O", "C", "F", "F", "F", "H", "H", "H", "H", "H", "C", "C", "O", "C", "O", "C", "F", "F", "F", "H", "H", "H", "H", "H", "C", "C", "O", "C", "O", "C", "F", "F", "F", "H", "H", "H", "H", "H", "C", "C", "O", "C", "O", "C", "F", "F", "F", "H", "H", "H", "H", "H", "C", "C", "O", "C", "O", "C", "F", "F", "F", "H", "H", "H", "H", "H"], "coordinates": [[-3.422726, 0.750878, 2.739727], [-2.501893, -0.131471, 3.400274], [-0.949192, -0.163673, 3.000109], [-0.260982, -1.379071, 2.279326], [1.279293, -1.328475, 1.970533], [1.889977, -2.649833, 1.272134], [2.196208, -2.467748, -0.300475], [3.772191, -2.633714, -0.596923], [4.489865, -1.332377, -1.226804], [3.650645, -0.533261, -2.171937], [2.170061, -0.073954, 2.345585], [3.564178, -0.138118, 1.994943], [4.249029, 1.037916, 2.419628], [3.566553, 2.247127, 3.121189], [2.178913, 2.344245, 3.436459], [1.503121, 1.134820, 3.047873], [-0.049815, 1.049167, 3.371849], [-0.704558, 2.145391, 4.068700], [-0.439608, 1.884355, 5.487326], [-1.300510, 1.082220, 6.337876], [0.765600, 2.410724, 6.121009], [-2.957532, 1.621939, 2.139289], [-4.553231, 0.627625, 2.800923], [-2.864128, -0.825601, 4.249767], [-0.843311, -2.309037, 1.970569], [1.097685, -3.485960, 1.360701], [2.813018, -3.053039, 1.844183], [1.671660, -3.337160, -0.861000], [1.728967, -1.507563, -0.704781], [4.369487, -2.902549, 0.358164], [3.921644, -3.521917, -1.319213], [4.907633, -0.663090, -0.399730], [5.401253, -1.723720, -1.827487], [3.017338, 0.023449, -1.558440], [3.058969, -1.184680, -2.719580], [5.382557, 1.096816, 2.229570], [4.231060, 3.151543, 3.381984], [-1.036188, 0.139827, 6.163198], [1.113226, 1.691973, 6.704604], [-7.272264, 6.078065, 3.879541], [-6.107701, 5.515081, 3.088947], [-6.297871, 4.113546, 2.839659], [-7.070743, 3.799848, 1.777569], [-7.592310, 4.611071, 1.055516], [-7.145467, 2.285272, 1.602235], [-7.334429, 1.634938, 2.771362], [-6.009902, 1.784276, 1.067591], [-8.150192, 1.902333, 0.791773], [-7.425302, 5.505918, 4.798199], [-7.093319, 7.123386, 4.139176], [-8.201833, 6.017259, 3.307686], [-5.188833, 5.609049, 3.671517], [-5.953633, 6.061435, 2.154406], [-5.420854, -2.291975, 0.064376], [-4.957287, -3.734724, 0.098480], [-4.151366, -4.032244, -1.053783], [-2.848726, -3.691717, -0.971077], [-2.344457, -3.166038, -0.011979], [-2.108089, -4.107347, -2.238824], [-2.805405, -3.812487, -3.365455], [-1.872753, -5.437248, -2.273455], [-0.908830, -3.508429, -2.360194], [-5.935082, -2.076413, -0.874943], [-6.098484, -2.084012, 0.894959], [-4.573141, -1.604259, 0.128492], [-5.822638, -4.399549, 0.057230], [-4.419508, -3.963411, 1.022870], [1.699870, -3.929767, 9.452200], [2.044850, -3.770406, 7.984647], [0.854352, -3.799414, 7.180269], [0.185724, -2.632798, 7.071006], [0.525735, -1.603557, 7.599337], [-1.022809, -2.792996, 6.153094], [-1.714961, -3.926322, 6.395173], [-0.661523, -2.836606, 4.853968], [-1.905434, -1.779774, 6.271366], [1.108177, -4.834895, 9.611761], [2.606484, -3.988137, 10.057735], [1.098714, -3.089211, 9.808450], [2.664307, -4.609047, 7.659911], [2.618194, -2.857251, 7.802420], [-1.657087, -1.480155, -4.134818], [-0.934091, -0.834906, -5.299890], [-1.160644, 0.584094, -5.310873], [-0.360201, 1.316887, -4.507575], [0.502813, 0.853317, -3.805063], [-0.674306, 2.803702, -4.654221], [-2.001713, 3.054338, -4.670647], [-0.175956, 3.311611, -5.802668], [-0.160851, 3.545159, -3.653580], [-2.720450, -1.225393, -4.153817], [-1.551994, -2.557235, -4.170156], [-1.260760, -1.123348, -3.180424], [-1.331259, -1.224679, -6.239510], [0.135935, -1.060324, -5.285048], [6.395729, 2.100742, -0.901539], [7.072407, 3.431806, -0.640390], [8.416041, 3.230607, -0.169127], [9.352898, 3.027970, -1.120107], [9.124414, 3.006284, -2.302756], [10.733342, 2.879501, -0.485290], [10.718906, 2.085764, 0.608546], [11.233605, 4.069711, -0.086250], [11.638873, 2.347275, -1.327730], [6.437994, 1.466811, -0.011581], [5.350717, 2.246917, -1.182621], [6.897178, 1.555010, -1.704916], [6.538102, 3.966342, 0.148737], [7.060425, 4.065626, -1.520692], [7.904034, 1.271960, 5.285899], [7.849752, -0.186784, 4.876607], [7.989443, -1.037457, 6.025279], [6.860613, -1.272029, 6.729069], [5.780898, -0.815625, 6.449960], [7.142313, -2.226093, 7.887119], [8.279703, -1.919276, 8.546817], [7.278433, -3.502412, 7.464677], [6.159012, -2.230831, 8.808086], [8.815726, 1.478440, 5.852263], [7.878129, 1.920763, 4.407839], [7.061660, 1.530440, 5.932909], [8.687156, -0.412405, 4.212895], [6.932397, -0.417386, 4.327461], [2.327572, 8.038952, -2.784373], [3.726696, 8.520887, -3.113905], [4.682009, 7.465967, -2.921119], [4.821769, 6.598524, -3.947498], [4.203525, 6.664421, -4.978805], [5.898692, 5.564482, -3.628878], [5.803621, 5.085737, -2.365426], [7.141917, 6.078668, -3.747514], [5.851007, 4.494564, -4.442472], [2.292826, 7.621384, -1.774836], [1.610384, 8.859375, -2.852988], [2.013510, 7.246072, -3.468058], [4.007089, 9.327476, -2.433096], [3.785901, 8.921694, -4.129521], [-10.302026, -5.871492, -3.192538], [-8.871877, -5.961440, -3.687320], [-8.380783, -4.661123, -4.050083], [-7.902332, -3.905415, -3.038855], [-7.870840, -4.256633, -1.886176], [-7.370744, -2.576951, -3.570769], [-8.192874, -2.014245, -4.482379], [-6.172889, -2.719955, -4.179875], [-7.197836, -1.659190, -2.600018], [-10.934586, -5.376360, -3.933734], [-10.704420, -6.866384, -2.991712], [-10.364317, -5.280793, -2.274961], [-8.833516, -6.575169, -4.589771], [-8.218981, -6.434248, -2.948531], [-5.846888, -0.937423, -8.221328], [-5.363922, -2.374016, -8.189010], [-4.572547, -2.667015, -9.351871], [-3.272199, -2.309056, -9.288604], [-2.763662, -1.772117, -8.337163], [-2.541815, -2.722114, -10.563991], [-3.249643, -2.443894, -11.679781], [-2.291584, -4.049596, -10.591559], [-1.353252, -2.105663, -10.705081], [-6.379716, -0.732104, -9.153357], [-6.513457, -0.735159, -7.380448], [-5.007321, -0.239074, -8.173785], [-6.221185, -3.050180, -8.213484], [-4.808359, -2.591584, -7.272529]], "forces_ev_per_a": [[2.9, -1.7, 1.3], [-1.3, 1.7, -1.6], [2.9, 1.4, 0.3], [3.5, 2.9, 0.6], [-2.8, 0.7, 1.1], [-0.7, 0.2, 0.3], [0.4, -1.1, 0.2], [0.4, 0.2, -0.2], [0.9, -1.0, -0.4], [-0.3, -0.3, 1.4], [-1.4, -0.7, -0.1], [-1.2, 4.6, 2.6], [-2.4, -0.5, 0.3], [-1.5, -1.4, -0.5], [3.5, -3.8, -2.4], [-1.3, -0.5, 0.0], [-0.6, -2.4, -1.1], [1.8, -2.2, 1.1], [1.0, 0.1, 1.1], [1.8, 0.0, -2.1], [-1.8, -1.9, -1.3], [-1.1, -1.8, 0.7], [1.8, 0.4, 0.3], [0.7, 0.9, -1.9], [0.8, 1.6, 0.5], [1.1, 1.5, 0.1], [-1.4, 1.0, -1.0], [0.7, 1.5, 1.0], [0.8, -1.2, 0.7], [-1.2, 0.4, -1.4], [-0.2, 1.4, 1.0], [-0.8, -0.8, -1.2], [-1.3, 0.7, 1.0], [0.4, -0.5, -1.0], [0.4, 0.7, 0.5], [-2.0, -0.2, 0.3], [-1.3, -1.6, -0.4], [-0.7, 1.1, 0.4], [-0.6, 1.1, -0.3], [-0.3, -0.2, 0.0], [0.1, 0.8, 0.3], [-0.4, -0.8, -0.8], [0.4, 2.0, 0.5], [0.2, -1.1, 0.3], [-0.3, -2.0, -0.2], [0.1, 0.6, -0.3], [-0.2, 0.6, 0.1], [0.4, 0.7, 0.3], [0.1, 0.1, 0.0], [0.0, -0.1, 0.0], [0.1, 0.1, 0.0], [-0.1, -0.4, -0.1], [-0.2, -0.3, 0.0], [0.3, 0.3, -0.2], [-0.6, 0.3, 0.7], [1.2, -0.1, -0.5], [-1.4, 0.3, 1.5], [0.2, -0.4, -1.0], [0.9, -0.5, -1.6], [-0.3, -0.6, 1.1], [-0.3, 0.5, 0.4], [-0.6, -0.4, 0.8], [0.0, -0.2, 0.3], [0.0, -0.1, -0.1], [0.0, -0.1, 0.2], [0.2, 0.0, -0.3], [0.2, 0.1, -0.3], [-0.4, 0.1, 0.1], [0.7, -0.1, 0.6], [-0.9, 0.8, -0.6], [1.8, -0.3, 1.1], [-0.8, -0.5, -0.8], [-1.6, -0.6, -1.1], [0.5, 0.4, 0.2], [0.3, 0.1, 0.7], [0.7, -0.2, 0.3], [0.2, 0.0, 0.0], [0.0, 0.0, -0.1], [0.2, 0.0, 0.0], [-0.3, 0.0, -0.2], [-0.3, 0.0, -0.1], [0.1, 0.6, 0.0], [-0.1, -0.8, 0.0], [0.5, 1.2, 0.3], [0.2, -2.1, -0.2], [-0.6, 0.9, -0.3], [-0.4, 1.9, -0.1], [0.5, -0.5, 0.1], [0.0, -0.6, 0.3], [0.0, -0.8, -0.3], [0.0, -0.1, -0.2], [0.2, 0.5, -0.4], [0.1, -0.1, -0.1], [0.0, 0.4, 0.0], [-0.1, 0.3, 0.1], [0.2, -0.2, -0.1], [-0.6, -0.2, -0.1], [1.3, -0.1, -0.2], [-2.0, 0.4, -0.5], [0.8, -0.1, 0.9], [1.8, -0.4, 0.7], [-0.4, 0.3, -0.4], [-0.6, -0.2, -0.3], [-0.8, 0.3, 0.1], [-0.1, 0.1, 0.0], [0.1, 0.0, 0.0], [-0.1, 0.1, 0.0], [0.3, 0.0, 0.1], [0.6, -0.5, 0.4], [-0.1, 0.1, 0.4], [0.0, 0.6, -0.6], [-0.6, -0.7, 0.8], [0.0, 1.2, -1.7], [0.6, -0.7, 0.7], [0.4, -1.1, 1.7], [-0.4, 0.2, -0.5], [-0.1, 0.6, -0.3], [0.2, 0.3, -0.7], [0.0, 0.0, -0.2], [0.0, -0.1, 0.0], [0.0, 0.0, -0.2], [0.0, -0.2, 0.3], [0.0, -0.1, 0.3], [-0.1, -0.4, -0.1], [-0.6, 0.5, 0.0], [0.7, -0.8, -0.5], [-1.3, 1.6, -0.2], [0.8, -0.5, 0.7], [1.3, -1.5, 0.0], [-0.8, 0.9, -0.8], [-0.7, 0.2, 0.0], [-0.4, 0.8, 0.3], [0.0, 0.2, 0.0], [0.1, 0.0, 0.0], [0.0, 0.2, 0.0], [0.2, -0.3, 0.0], [0.1, -0.3, 0.1], [-0.1, 0.3, 0.2], [-0.4, -0.7, 0.1], [0.7, 1.0, 0.4], [-0.7, -1.9, 0.3], [0.2, 0.8, -0.8], [0.6, 1.9, -0.7], [0.1, -0.6, 0.4], [-0.4, -0.4, 0.3], [-0.3, -0.8, -0.3], [0.1, -0.2, 0.0], [0.1, 0.1, 0.0], [0.1, -0.1, 0.0], [0.1, 0.3, -0.1], [0.0, 0.3, 0.0], [0.2, 0.2, -0.2], [-0.5, 0.2, 0.6], [1.2, -0.1, -0.4], [-1.3, 0.3, 1.5], [0.1, -0.4, -1.0], [1.0, -0.3, -1.8], [0.0, 0.0, 0.7], [-0.3, 0.4, 0.4], [-0.7, -0.1, 0.5], [-0.1, -0.1, 0.1], [0.1, -0.1, 0.0], [-0.1, -0.1, 0.1], [0.2, -0.1, -0.3], [0.1, 0.1, -0.2]]}